ORCA calculation (ωB97M-V with the def2-TZVPD basis set) on C12H31O11OsP4S4 as an isolated structure.

The largest force on an atom is 0.61 eV/A. As for the spin multiplicity: 2. The energy above the lowest of the compared OMol25 structures with the same formula, charge and spin comes out at 1.551 eV. The HOMO-LUMO gap (spin up / spin down) is 8.2408 / 7.0795 eV. The value obtained for the total energy is -118445.1737 eV. The lowest unoccupied orbital energy (spin up / spin down) comes out at 0.33 / -0.83 eV.

```
63
Properties=species:S:1:pos:R:3:forces:R:3:lowdin_charge:R:1
H 3.93643 3.97306 -3.21447 0.01 -0.02 0.00 0.05
H 0.12189 6.35834 -0.93561 0.01 0.01 0.00 0.08
O 1.17175 -3.97440 -0.91854 -0.02 -0.07 -0.02 -0.24
O 1.95728 0.30042 0.81690 -0.20 0.01 -0.14 -0.44
O 0.72834 3.87160 0.09972 0.03 0.01 0.09 -0.32
H 0.39472 3.36784 -4.37822 -0.01 -0.01 0.00 0.06
H -1.36484 -1.50899 2.04131 -0.02 -0.01 0.00 0.07
C -2.79715 -0.98402 3.57912 -0.03 0.01 -0.01 -0.07
H 0.40672 6.34792 0.81357 0.00 0.00 0.00 0.09
H -3.87298 -1.03925 3.74863 0.01 0.01 0.00 0.08
H -6.59158 -0.34254 -0.99670 0.00 0.00 0.01 0.08
H -1.22874 6.60468 0.18471 -0.01 -0.02 0.00 0.09
H 4.25694 -2.70827 -1.20990 -0.01 0.01 0.01 0.09
H 2.83965 2.72077 -3.82354 0.01 -0.01 0.02 0.06
O 3.99552 0.07215 -0.75284 -0.04 -0.06 0.01 -0.14
H 4.97224 -2.82506 0.40595 0.00 0.00 0.00 0.09
H 1.81703 -2.35040 2.02422 -0.02 0.00 0.00 0.09
H -2.47972 0.05763 3.63674 -0.01 -0.01 0.00 0.06
H -2.73071 -2.61943 2.15885 -0.01 0.00 -0.02 0.13
O 4.28326 -0.31824 1.68419 0.02 0.01 0.11 -0.07
H -5.80686 1.69002 0.20193 0.01 0.02 0.00 0.12
C -5.53195 -0.08397 -1.00322 0.01 0.01 0.01 -0.08
H -5.38186 0.24324 1.13113 0.02 0.01 0.00 0.11
C 2.90678 -2.22226 0.39528 0.03 0.00 -0.11 -0.57
H 3.39392 4.00713 -4.90010 -0.02 0.01 0.01 0.09
O 2.72570 -2.58856 1.78055 0.04 -0.01 0.00 -0.06
Os 0.23506 0.00938 -0.47605 0.23 0.48 0.29 0.63
H -5.31054 0.44717 -1.92876 0.00 -0.01 0.00 0.08
S -1.86898 -0.37176 -1.47904 -0.09 0.07 0.33 0.31
S -1.01359 1.24996 1.11827 -0.01 -0.23 -0.16 0.43
H 3.90412 1.06099 -0.87401 -0.12 -0.01 -0.01 -0.04
H 3.82995 -4.06901 -0.15583 0.00 0.01 0.00 0.09
C -2.43221 -1.57624 2.23953 0.10 -0.03 0.02 -0.27
O 1.35527 -1.48793 -1.68361 -0.04 -0.13 0.13 -0.30
C -0.55279 4.57120 0.06309 -0.06 0.02 0.00 -0.44
O -3.84294 1.24527 0.17454 0.09 -0.03 0.04 -0.30
O 0.27775 -1.93201 0.49338 -0.02 0.04 -0.09 -0.45
P -2.58273 0.29990 0.30997 -0.03 -0.18 -0.25 -0.01
O 1.42978 4.51903 -2.15589 0.12 -0.02 -0.01 -0.31
H 1.00922 4.61416 -5.48032 0.01 -0.01 0.01 0.09
C -5.21374 0.77846 0.19720 -0.06 -0.04 -0.04 -0.25
C -1.48726 4.10413 -1.03606 0.01 0.00 -0.01 -0.07
C -0.29310 6.06527 0.02786 0.03 -0.04 -0.01 -0.04
H 2.20369 5.69734 -3.58974 -0.02 0.01 0.03 0.14
O -3.15651 -0.89397 1.18395 -0.09 0.20 -0.02 -0.32
P 1.64524 3.37023 -1.07492 -0.06 -0.24 -0.16 -0.04
H -2.44928 4.59957 -0.89070 0.00 0.00 0.00 0.09
H -4.95767 -1.01103 -0.98322 0.00 0.00 -0.01 0.07
P 3.23287 -0.42407 0.51126 0.16 -0.07 -0.14 0.46
H -1.64716 3.02779 -0.99837 0.01 0.05 -0.01 0.02
C 1.90278 4.65039 -3.52696 -0.02 -0.03 -0.10 -0.43
H -0.98730 4.29860 1.02505 0.01 0.00 0.02 0.12
P 1.30351 -2.60670 -0.42732 0.11 0.14 -0.03 0.38
H -2.29571 -1.53713 4.37474 0.01 -0.01 -0.01 0.08
H 0.91130 -1.81202 -2.48077 0.05 -0.03 0.02 0.10
C 4.06994 -3.00711 -0.17861 -0.01 -0.02 0.03 -0.05
C 0.72248 4.40560 -4.44840 0.00 0.03 0.03 -0.05
H 4.03724 -0.90178 2.41893 0.00 0.03 0.00 0.10
S 3.48381 3.14029 -0.47049 0.05 0.12 0.07 0.38
H -0.11189 5.05640 -4.18594 0.00 -0.01 0.00 0.08
C 3.09512 3.78028 -3.87523 -0.03 0.01 0.05 -0.08
H -1.10948 4.37032 -2.02161 0.01 0.01 -0.02 0.06
S 0.81409 1.67494 -1.95346 -0.14 0.03 0.05 0.31
```
Forces are in eV/Å.

=====

ORCA calculation (ωB97M-V with the def2-TZVPD basis set) on C12H32B3O7P as an isolated structure at a distorted geometry.

The largest force on an atom is 3.11 eV/A. The HOMO-LUMO gap is 7.8981 eV. The value obtained for the total energy is -38616.9347 eV. The lowest unoccupied orbital energy comes out at -0.30 eV.

```
55
Properties=species:S:1:pos:R:3:forces:R:3:lowdin_charge:R:1
H 1.91408 -6.19122 2.18970 -0.10 0.04 -0.10 0.08
H 0.49264 -5.14523 -0.40945 -0.02 0.03 0.04 0.08
H -0.49311 3.68061 1.36615 -1.31 0.78 -0.89 0.06
H -5.62735 1.53477 -5.03978 0.04 -0.07 -0.04 0.08
C 2.97133 4.44194 1.57741 0.56 -0.21 0.42 -0.50
O -1.15310 -1.34510 0.31459 -1.38 2.76 0.22 0.14
H 2.11112 -1.42207 1.02850 0.19 1.07 0.18 0.03
H -2.48925 -1.65009 -1.43901 0.03 0.24 -0.03 0.11
H 2.93430 6.20582 2.82596 0.02 -0.02 -0.09 0.08
H -3.62314 0.98607 -2.97258 0.08 -0.01 -0.03 0.07
H 3.53508 -6.28316 1.51958 -0.04 0.02 -0.08 0.08
O 2.13847 3.69462 2.46268 -0.37 0.08 -0.22 -0.07
H 4.28946 5.13657 3.15015 0.05 -0.07 -0.12 0.08
C 2.32631 -4.70758 0.66577 -0.50 -0.20 0.48 -0.49
H -5.86230 0.40984 -3.71153 0.06 -0.13 -0.02 0.08
H 0.76814 -3.41903 -0.10207 0.01 -0.07 -0.02 0.07
H 2.94391 -4.61935 -0.23125 0.08 0.14 0.14 0.14
O -3.27895 1.10453 -3.86710 0.17 0.12 -0.24 -0.06
H 2.15715 -6.86859 0.56631 0.00 0.01 0.06 0.08
O -2.78447 0.40502 -0.52578 1.93 -1.14 1.61 0.19
B -2.54954 1.01588 0.74599 -1.29 0.11 -0.62 -0.49
H 4.60930 3.02675 1.67088 0.02 0.14 0.03 0.08
O -2.35486 0.10404 1.85316 2.25 1.05 -1.88 0.17
H -0.84906 3.06843 -0.41259 0.39 -1.18 1.43 0.08
C 3.66791 5.55095 2.35048 -0.12 0.26 0.00 -0.07
C 0.87338 -4.42272 0.31631 -0.02 0.16 -0.22 -0.06
H 1.36854 0.03940 0.27597 0.76 -0.14 1.04 0.05
H -2.61952 -1.43695 -4.27130 -0.06 0.02 -0.06 0.08
H 2.25293 -3.79811 2.39380 -0.01 0.08 -0.06 0.08
B -1.10765 -0.53819 1.50665 -1.54 -1.96 -0.57 -0.58
H 0.24341 -4.46100 1.21033 0.06 -0.10 0.00 0.09
C -5.44986 0.50531 -4.72066 -0.11 0.16 -0.20 -0.07
H 2.70037 3.30356 3.14134 -0.05 0.00 -0.03 0.09
H 0.55710 -1.31297 4.50288 0.18 0.04 -0.50 0.03
H 3.46352 2.71311 0.37667 0.00 0.09 -0.02 0.07
O 0.79079 -1.58783 3.60150 -0.40 0.24 -0.84 -0.36
H 2.75164 0.28212 1.52551 -0.83 -0.66 -0.36 0.03
C -3.96126 0.19360 -4.72794 -0.32 -0.15 0.61 -0.49
H -5.99777 -0.16622 -5.38586 -0.01 0.03 0.05 0.08
H -4.04553 -1.38400 -3.24761 -0.12 0.05 -0.08 0.07
H -4.18670 -1.95674 -4.92244 0.01 0.01 0.05 0.08
H 4.61908 4.05124 0.22055 0.01 -0.05 0.04 0.08
B -2.16086 -0.87852 -0.59419 0.09 -0.19 0.30 -0.26
C 1.87401 -0.33872 1.21852 -1.21 -0.95 -0.05 -0.26
H 2.32159 4.87824 0.81471 -0.13 -0.11 0.13 0.14
H -3.27896 3.16208 1.48457 1.54 -0.74 1.31 0.10
C 3.97724 3.51016 0.91942 -0.07 -0.11 -0.25 -0.07
C -3.69253 -1.23144 -4.27166 0.18 -0.16 -0.13 -0.07
H -3.56092 0.33913 -5.73406 0.10 0.14 0.12 0.14
P 0.51278 -0.26867 2.55009 1.14 1.06 0.78 0.94
C 2.48958 -6.09635 1.26381 0.25 -0.14 -0.05 -0.07
C -2.42853 2.59097 1.03224 1.01 0.46 -1.46 -0.01
H 4.30038 6.15315 1.69431 0.00 -0.02 0.06 0.08
O 2.79216 -3.73091 1.59560 0.25 0.13 -0.18 -0.07
C -1.19247 3.17286 0.65471 -1.46 -0.92 0.31 0.02
```
Forces are in eV/Å.

=====

ORCA calculation (ωB97M-V with the def2-TZVPD basis set) on a 3-piece molecular cluster, C12H32FN3O6S2 overall at a distorted geometry.

The largest force on an atom is 1.34 eV/A. The HOMO-LUMO gap is 9.7169 eV. The value obtained for the total energy is -54101.4275 eV. The lowest unoccupied orbital energy comes out at 0.49 eV.

```
56
Properties=species:S:1:pos:R:3:forces:R:3:lowdin_charge:R:1
H -2.63352 0.55361 -0.54870 0.03 -0.01 -0.11 0.08
H 0.75973 0.70938 1.92887 -0.02 -0.03 0.00 0.07
C -2.51153 -0.52600 -0.43129 -0.09 -0.01 0.10 -0.10
O -2.82274 -3.01079 -3.36483 0.03 -0.06 -0.01 -0.20
H 1.95510 4.88130 2.74537 -0.01 0.14 -0.09 0.05
N 4.58983 2.40956 1.43229 -0.59 0.99 0.58 -0.22
H -0.86975 1.70198 -1.12792 -0.03 -0.04 0.03 0.07
H 3.50468 0.87959 2.29510 0.12 -0.03 0.04 0.09
C 1.04015 4.34155 2.96281 0.18 -0.48 0.40 -0.15
C -5.06164 -3.94505 -2.82569 0.17 -0.12 0.10 -0.43
O -1.53505 -0.83456 0.54829 -0.03 0.02 -0.08 -0.18
C -4.12664 -3.28015 -3.84577 -0.15 0.11 -0.08 -0.21
C 0.10025 1.22804 -1.27728 0.08 0.04 -0.07 -0.05
H 0.04454 0.60841 -2.17357 -0.02 -0.01 0.00 0.08
O 4.28502 3.04353 -0.98104 -0.36 0.10 0.18 -0.23
H -0.61278 1.30255 1.34929 -0.01 0.08 -0.05 0.09
H -4.65306 -5.94778 -3.56563 0.01 0.01 0.00 0.08
H -0.91206 -3.68332 -3.48734 -0.01 0.02 -0.02 0.09
H 0.32062 -1.53946 0.81061 -0.04 0.01 0.03 0.12
C -0.21001 -0.93473 0.06965 0.15 -0.13 0.08 -0.20
H 6.64033 2.76639 1.60417 -0.03 -0.04 -0.06 0.13
H -6.07623 -3.85222 -3.22451 0.01 0.06 -0.05 0.13
H 5.72270 3.56551 2.87448 -0.25 -0.10 0.22 0.12
C 0.52224 0.40548 -0.06463 -0.16 0.18 -0.15 -0.42
C 3.39474 1.95274 2.16598 -0.04 -0.61 -0.09 -0.45
C 1.37080 3.08610 3.80919 -0.24 0.77 -0.56 -0.52
H 2.49637 2.10134 1.57356 0.03 0.14 -0.07 0.05
H 0.78939 2.24106 3.46080 0.02 -0.18 0.05 0.04
C -1.91746 -4.09766 -3.41456 0.05 0.10 0.07 -0.10
H 1.58559 0.17176 -0.18374 0.00 -0.05 0.04 0.14
H 1.05919 3.28723 4.83068 0.40 -0.25 0.25 0.07
H 5.29990 1.60423 4.83683 -0.22 -0.04 -0.08 0.05
H -1.96842 -4.70769 -2.50947 -0.02 -0.07 -0.05 0.08
H 0.39837 5.00396 3.53902 -0.21 0.03 -0.14 0.07
H -2.09924 -4.72905 -4.28882 -0.02 -0.03 0.01 0.09
H -3.46170 -0.93195 -0.08337 0.02 -0.03 0.04 0.08
H -4.54509 -2.30342 -4.10261 0.04 0.02 0.03 0.12
H -4.05276 -3.20426 -1.24922 -0.02 -0.05 0.11 0.06
H -0.18636 -1.49000 -0.87706 -0.01 0.07 -0.05 0.12
O 5.28918 4.66883 0.56929 -0.18 -0.01 0.11 -0.23
S 3.13646 2.67787 3.82460 0.00 0.05 0.16 0.92
H 0.55943 4.04405 2.03577 -0.04 0.15 -0.12 0.06
S 4.37244 3.61184 0.31670 1.05 -0.56 -0.61 0.60
N 0.38112 1.23203 1.14222 0.04 -0.25 0.09 0.04
H -5.62815 -5.89355 -2.09551 0.01 0.03 0.04 0.08
N -5.02893 -3.26547 -1.52788 0.05 0.15 -0.16 0.04
O 6.11468 1.92874 4.42973 0.35 0.06 0.06 -0.03
O 5.96975 1.51873 3.07027 -0.12 -0.04 0.12 -0.13
H -2.27066 -0.97914 -1.39769 0.01 0.02 -0.02 0.08
F 2.95152 4.13273 0.66115 -0.27 0.15 0.06 -0.13
H -4.07597 -3.86341 -4.77460 0.01 -0.07 0.04 0.12
H -3.90199 -5.59701 -2.00332 0.03 0.04 -0.01 0.06
C 5.78598 2.66306 2.27243 0.46 -0.15 -0.37 -0.24
C -4.78931 -5.43061 -2.61384 -0.07 -0.07 -0.05 -0.07
H 0.82373 2.02231 -1.46199 0.00 0.00 0.04 0.08
H -5.31282 -2.29816 -1.65727 -0.10 -0.03 0.06 0.07
```
Forces are in eV/Å.

=====

ORCA calculation (ωB97M-V with the def2-TZVPD basis set) on C12H32Li2N2O2 as an isolated structure at a distorted geometry.

The largest force on an atom is 2.64 eV/A. As for the spin multiplicity: 2. The energy above the lowest of the compared OMol25 structures with the same formula, charge and spin comes out at 0.670 eV. The HOMO-LUMO gap (spin up / spin down) is 10.0469 / 4.6489 eV. The value obtained for the total energy is -20442.0538 eV. The lowest unoccupied orbital energy (spin up / spin down) comes out at -2.45 / -7.70 eV. As for the charge: +1.

```
50
Properties=species:S:1:pos:R:3:forces:R:3:lowdin_charge:R:1
C 0.55050 3.66987 1.17105 -0.82 0.00 -0.15 -0.20
H -2.54400 -0.94046 -1.47946 0.67 0.07 -0.56 0.08
H -0.91261 3.26144 3.58593 0.55 0.24 0.30 0.12
H 0.03990 -3.14234 0.75124 0.47 0.20 0.03 0.05
C 0.29056 -3.67488 -1.40863 -0.34 -0.82 2.25 -0.23
N -0.33746 -2.47537 -1.99393 0.53 -1.56 -1.10 -0.26
H 0.21172 -3.03193 -3.94944 0.63 -0.31 0.03 0.13
C 0.40930 -2.22017 -3.24937 -0.20 1.77 -0.21 -0.24
H 1.81570 3.48182 3.51165 0.01 0.19 0.45 0.12
H 0.09248 2.71789 -0.91358 0.56 -0.11 0.21 0.06
H -1.26851 -0.94456 0.94245 -0.39 0.13 0.17 0.03
C -0.83355 1.06566 3.74172 0.12 -0.37 -0.79 -0.07
C 3.04709 2.56581 2.01753 -0.02 -0.47 1.05 -0.07
H -1.48504 2.41266 2.23785 -0.03 -0.11 -0.13 0.10
C -0.18027 -3.97136 0.07868 0.21 0.70 -0.79 -0.05
N 0.58130 2.53708 2.15809 -0.64 -0.32 -0.50 -0.26
H -1.31975 3.03889 0.08477 0.03 -0.46 0.54 0.07
O 1.49380 0.23627 -0.64559 -0.66 -0.09 -0.24 -0.52
H 2.23937 0.10786 -1.26378 -0.62 0.18 0.81 -0.03
H 1.54257 4.07736 0.97656 0.23 -1.06 -0.54 0.11
H 3.94143 2.15681 2.48761 -0.35 -0.93 0.10 0.08
C 0.04120 -0.89150 -4.00987 -0.07 -1.31 0.54 -0.05
Li -0.03244 -0.82386 -0.89242 0.61 0.16 -0.32 0.59
H 2.71236 1.99647 1.15040 0.89 0.14 -0.38 0.06
C -1.72250 -2.83923 -2.38853 0.61 2.28 -0.20 -0.23
H 0.06059 -4.59344 -1.94851 -0.16 0.10 -0.53 0.12
H 0.18039 4.60417 1.59321 -0.96 -0.16 0.53 0.12
C -2.59342 -2.02912 -1.50146 -2.31 -0.80 0.99 -0.09
H -3.62084 -2.23033 -1.80483 -0.34 0.06 0.30 0.09
H 1.80725 1.75727 3.69922 -0.02 -0.26 -0.38 0.12
H 3.48738 3.54390 1.82366 -0.91 0.31 -0.58 0.08
H 0.74129 -0.82859 -4.84295 0.12 0.38 0.19 0.08
H -1.88171 0.77792 3.82340 -0.14 0.40 0.03 0.08
Li 0.42904 1.20426 0.57478 0.82 -0.02 -0.32 0.61
H -2.50369 -2.37182 -0.47064 -0.11 -0.03 0.19 0.06
H -0.41578 0.28846 3.10177 0.22 -0.25 -0.11 0.05
C -0.29697 3.35537 -0.11982 -0.22 1.12 0.59 -0.08
H 1.37855 -3.61262 -1.43128 -0.02 0.37 0.15 0.12
H 0.31305 -4.85632 0.48066 0.00 0.05 -0.14 0.08
H -0.53821 4.30665 -0.59414 0.47 0.12 -0.21 0.08
H 1.43687 -2.10310 -2.90514 0.24 -0.42 -0.63 0.11
H -1.25619 -4.08945 0.20736 -0.07 -0.35 -0.48 0.06
C 1.80523 2.54820 2.94921 0.85 1.37 0.11 -0.23
H -1.87468 -2.40435 -3.37636 -0.05 -0.59 -0.24 0.11
H -0.40510 0.88116 4.72685 0.28 0.75 -0.06 0.08
H -0.94478 -0.93276 -4.47272 -0.10 -0.02 0.14 0.07
H 0.07973 -0.02704 -3.34704 0.25 0.13 -0.16 0.06
H -1.92105 -3.91083 -2.40716 0.00 0.11 0.21 0.14
C -0.67406 2.39725 2.96597 -0.21 -0.13 -0.25 -0.22
O -1.16604 -0.04510 0.57502 0.37 -0.38 0.09 -0.09
```
Forces are in eV/Å.